[1]
A cluster of 6 separate species, C18H42N6O6 in total in a non-equilibrium geometry, computed with ωB97M-V/def2-TZVPD.

## Properties
* structure (SMILES): CN(C)C=O.CN(C)C=O.CN(C)C=O.CN(C)C=O.CN(C)C=O.CN(C)C=O
* F_max: 11.40 eV Å⁻¹
* calculated total energy: -1490.67061 Eh
* HOMO: -0.3195 hartree
* ΔE to the lowest compared entry with this formula, charge and spin: 287.3 kcal per mole

```
72
C18H42N6O6, DFT ωB97M-V/def2-TZVPD
C 4.571 3.023 -1.976
O 3.796 2.547 -2.932
N 4.783 2.207 -0.916
C 5.849 2.588 0.106
C 4.288 0.783 -0.885
H 5.049 3.977 -2.192
H 6.998 2.436 -0.453
H 5.605 2.027 1.066
H 5.594 3.623 0.503
H 3.991 0.717 0.134
H 5.324 0.326 -1.068
H 3.434 0.492 -1.456
C -0.098 -0.191 0.378
O 0.209 -0.815 -0.690
N 0.551 -0.353 1.583
C 0.223 0.330 2.814
C 1.720 -1.247 1.699
H -0.829 0.734 0.521
H 0.121 1.344 2.455
H 0.938 0.078 3.541
H -0.578 -0.116 3.050
H 2.604 -0.678 1.557
H 1.787 -1.902 0.947
H 1.719 -1.853 2.591
C -0.149 4.195 1.213
O 0.598 4.417 2.194
N 0.305 3.646 0.094
C -0.601 3.374 -1.010
C 1.765 3.083 0.063
H -1.197 4.561 1.181
H -1.096 2.311 -0.636
H -0.165 3.119 -1.919
H -1.402 3.978 -0.914
H 2.408 3.115 1.026
H 2.106 3.415 -0.789
H 1.618 2.064 0.009
C 2.046 -2.090 -5.525
O 3.030 -1.927 -4.775
N 0.829 -2.113 -4.967
C -0.243 -1.993 -5.980
C 0.467 -1.887 -3.605
H 2.190 -2.187 -6.546
H -0.277 -1.011 -6.549
H -1.234 -2.285 -5.564
H -0.022 -2.754 -6.800
H -0.668 -1.954 -3.219
H 0.922 -1.000 -3.088
H 0.752 -2.801 -2.994
C -4.106 -3.783 3.346
O -4.511 -2.722 3.794
N -2.855 -3.928 2.853
C -2.513 -5.192 2.135
C -1.785 -2.897 3.009
H -4.806 -4.622 3.016
H -1.533 -5.066 1.859
H -3.069 -5.578 1.530
H -2.630 -5.990 2.909
H -1.883 -2.248 2.157
H -0.887 -3.367 3.209
H -1.851 -2.269 3.977
C -3.101 1.415 2.528
O -2.585 2.522 2.379
N -3.804 0.915 1.456
C -4.427 -0.355 1.507
C -3.981 1.623 0.138
H -3.500 0.743 3.356
H -4.853 -0.749 2.367
H -3.734 -1.042 1.238
H -5.178 -0.547 0.806
H -4.267 2.720 0.381
H -4.715 1.214 -0.675
H -3.041 1.829 -0.574
```


[2]
A cluster of 6 separate species, C18H43ClN6O4 in total in a non-equilibrium geometry, computed with ωB97M-V/def2-TZVPD.

## Properties
* F_max: 5.53 eV Å⁻¹
* net charge: +4
* calculated total energy: -1799.84540 Eh
* HOMO: -0.6549 hartree
* ΔE to the lowest compared entry with this formula, charge and spin: 45.1 kcal per mole

```
72
C18H43ClN6O4, DFT ωB97M-V/def2-TZVPD
C 2.812 5.070 -2.127
C 1.584 4.275 -2.643
O 1.487 4.015 -3.827
N 0.538 3.775 -1.650
H 0.379 4.527 -0.996
H -0.301 3.620 -2.191
C 1.005 2.534 -0.859
H 2.930 4.724 -1.101
H 2.454 6.093 -2.007
H 3.632 5.068 -2.845
H 0.836 1.739 -1.586
H 0.309 2.343 -0.042
H 2.042 2.627 -0.535
C -1.825 3.232 6.587
C -1.714 3.580 5.048
O -2.136 4.659 4.614
N -0.854 2.642 4.191
H -0.181 3.209 3.695
H -0.399 1.929 4.743
C -1.739 1.889 3.242
H -0.942 3.552 7.140
H -2.258 2.243 6.739
H -2.667 3.762 7.033
H -2.271 2.681 2.716
H -2.533 1.375 3.784
H -1.012 1.394 2.598
C -4.644 3.233 -0.769
C -5.366 2.328 -1.819
O -6.551 2.526 -2.028
N -4.611 1.121 -2.337
H -4.820 1.049 -3.322
H -3.700 1.533 -2.476
C -4.619 -0.163 -1.457
H -4.198 2.682 0.060
H -5.388 3.934 -0.391
H -3.826 3.825 -1.177
H -5.384 -0.794 -1.910
H -4.764 0.066 -0.402
H -3.664 -0.660 -1.630
C -1.004 -3.629 -0.298
C -1.705 -4.750 0.497
O -2.366 -4.516 1.500
N -1.285 -6.174 0.048
H -1.367 -6.229 -0.957
H -0.285 -6.267 0.159
C -2.051 -7.303 0.804
H -0.498 -3.778 -1.252
H -0.164 -3.233 0.273
H -1.680 -2.797 -0.491
H -1.819 -7.221 1.866
H -1.966 -8.319 0.416
H -3.086 -6.981 0.695
C 1.783 -1.170 -1.522
C 2.457 -2.534 -1.849
N 3.820 -2.468 -1.306
C 4.432 -3.394 -0.651
C 5.780 -3.070 -0.376
N 5.973 -1.860 -1.007
C 4.768 -1.515 -1.620
C 7.187 -0.942 -1.002
H 2.073 -0.366 -2.198
H 1.952 -0.703 -0.552
H 0.697 -1.257 -1.557
H 2.598 -2.815 -2.892
H 1.898 -3.318 -1.338
H 3.895 -4.292 -0.383
H 6.652 -3.562 0.027
H 4.714 -0.599 -2.189
H 7.952 -1.419 -0.389
H 6.874 -0.010 -0.532
H 7.556 -0.814 -2.020
Cl -1.430 0.066 0.036
```


[3]
A structure of composition C18H43CrN2O6 in a non-equilibrium geometry, computed with ωB97M-V/def2-TZVPD.

## Properties
* 2S+1: 4
* F_max: 3.34 eV Å⁻¹
* expectation value of S²: 3.77
* calculated total energy: -2316.92525 Eh
* HOMO (alpha / beta): -0.2168 / -0.2083 hartree
* ΔE to the lowest compared entry with this formula, charge and spin: 32.5 kcal per mole

```
70
C18H43CrN2O6, DFT ωB97M-V/def2-TZVPD
Cr -22.942 -23.450 -6.790
C -25.355 -23.108 -9.766
C -25.389 -21.605 -9.512
C -26.782 -21.102 -9.940
C -27.151 -19.733 -9.382
C -26.833 -19.515 -7.901
C -25.413 -20.019 -7.530
N -25.268 -21.340 -8.088
O -24.299 -22.086 -7.458
C -25.295 -19.992 -6.001
C -24.398 -18.978 -8.069
C -24.334 -20.886 -10.384
H -24.394 -23.607 -9.845
H -25.992 -23.321 -10.631
H -25.925 -23.593 -8.968
H -27.617 -21.729 -9.605
H -26.893 -21.091 -11.028
H -28.243 -19.686 -9.455
H -26.800 -18.904 -10.003
H -27.506 -20.098 -7.270
H -26.862 -18.466 -7.605
H -26.130 -20.581 -5.608
H -25.468 -19.008 -5.559
H -24.327 -20.367 -5.679
H -24.311 -18.116 -7.407
H -24.687 -18.645 -9.072
H -23.397 -19.341 -8.322
H -23.376 -20.847 -9.866
H -24.558 -19.919 -10.841
H -24.151 -21.472 -11.297
C -21.595 -22.855 -11.110
C -20.442 -23.527 -10.332
C -19.050 -23.488 -10.989
C -18.430 -22.151 -10.781
C -18.255 -21.868 -9.296
C -19.543 -21.988 -8.477
N -20.347 -23.103 -8.939
O -21.559 -23.195 -8.288
C -20.247 -20.616 -8.648
C -19.121 -22.213 -7.033
C -20.814 -25.054 -10.322
H -22.558 -23.036 -10.648
H -21.511 -23.077 -12.174
H -21.423 -21.773 -11.038
H -19.151 -23.639 -12.069
H -18.354 -24.239 -10.607
H -19.051 -21.406 -11.299
H -17.446 -22.030 -11.248
H -17.709 -20.932 -9.174
H -17.525 -22.628 -8.978
H -21.222 -20.634 -8.154
H -20.353 -20.295 -9.689
H -19.705 -19.732 -8.283
H -19.901 -21.858 -6.353
H -18.309 -21.554 -6.695
H -18.782 -23.215 -6.776
H -21.161 -25.319 -11.321
H -21.484 -25.331 -9.513
H -19.874 -25.600 -10.206
O -24.172 -23.991 -5.370
H -23.671 -24.362 -4.637
O -23.701 -25.033 -7.889
H -23.745 -25.351 -8.797
H -24.206 -25.662 -7.354
O -21.484 -24.677 -6.021
H -20.762 -25.005 -6.578
H -21.372 -25.095 -5.158
O -22.134 -22.019 -5.603
H -22.147 -22.159 -4.648
H -21.774 -21.135 -5.739
```